[1]
# C3H11N

2 unconnected molecules or ions with the total composition C3H11N at a distorted geometry (the ωB97M-V functional and the def2-TZVPD basis, OMol25).

The spin multiplicity is 1. As for the SMILES: CNC.C. The calculation puts the energy above the lowest of the compared OMol25 structures with the same formula, charge and spin at 1.4335 eV. The value obtained for the HOMO-LUMO gap is 9.7 eV. Its molecular weight is 61.13 g mol⁻¹.

Each line ends with the natural charge from an NBO analysis.
Positions of all 15 atoms, in Å:
N 0.896 0.904 0.006  -0.6421
C 1.366 1.401 -1.297  -0.4141
C 1.499 -0.349 0.381  -0.4169
C -2.765 -1.214 0.832  -0.8478
H -3.804 -1.178 0.523  0.2118
H 1.624 -0.978 -0.520  0.1862
H 0.454 1.941 -1.702  0.2001
H -2.326 -2.195 0.741  0.2132
H 1.581 0.534 -1.883  0.1927
H 0.684 -0.938 1.003  0.1979
H 0.912 1.624 0.679  0.3572
H 2.301 2.090 -1.182  0.1679
H -2.279 -0.567 -0.063  0.2115
H 2.489 -0.350 0.744  0.1725
H -2.632 -0.725 1.739  0.2098

Force components x, y, z for each atom (eV/Å):
0.34 -0.77 -1.65
-0.60 2.07 1.35
-3.06 -1.84 -0.05
0.66 1.36 -4.51
-0.28 -0.46 0.34
-0.45 0.33 0.13
1.56 -0.24 -0.13
-0.09 -0.28 0.32
0.24 -0.24 -0.72
2.16 0.99 -0.65
0.15 0.52 0.99
-1.52 -1.08 -0.61
-0.68 -1.28 2.26
1.15 0.27 1.33
0.41 0.67 1.60


[2]
# C3H11NS

2 unconnected molecules or ions with the total composition C3H11NS at a distorted geometry (the ωB97M-V functional and the def2-TZVPD basis, OMol25).

Its expectation value of S² is 0.751. Its charge is -1. The spin multiplicity is 2. The calculation puts the energy above the lowest of the compared OMol25 structures with the same formula, charge and spin at 1.0807 eV. The value obtained for the HOMO-LUMO gap (alpha / beta) is 2.1 / 8.1 eV. Its molecular weight is 93.19 g mol⁻¹.

Each line ends with the Mulliken spin population.
Positions of all 16 atoms, in Å:
S -2.249 -1.503 0.566  1.5996
N 2.492 1.838 -0.010  -0.0437
C -1.529 -0.211 -0.552  -0.8633
C 1.058 2.044 0.283  0.2643
C -0.984 -2.842 0.404  -0.4707
H 0.729 1.287 0.991  0.0165
H 0.525 1.985 -0.668  -0.0138
H -0.632 -0.475 -1.122  -0.0357
H 2.836 2.465 -0.704  -0.0223
H -0.210 -2.486 -0.263  -0.0103
H -1.506 -3.731 0.062  0.0526
H -0.571 -3.063 1.388  0.1318
H 2.758 0.870 -0.048  0.0055
H -1.307 0.636 0.097  0.3999
H 0.918 3.012 0.762  -0.0779
H -2.328 0.173 -1.185  0.0672

Force components x, y, z for each atom (eV/Å):
0.30 -0.13 -0.32
-0.54 0.25 1.62
-0.50 0.54 0.77
1.14 -0.11 -0.64
-0.60 0.42 0.53
-0.15 -0.07 -0.16
-0.66 0.05 0.42
-0.18 -0.24 0.02
0.31 -0.27 -0.53
0.23 -0.26 -0.26
0.23 -0.05 -0.28
0.03 0.12 -0.11
0.14 0.15 -0.56
0.27 -0.08 -0.08
-0.11 0.07 -0.13
0.10 -0.39 -0.28


[3]
# CH5PS2

2 unconnected molecules or ions with the total composition CH5PS2 at a distorted geometry (the ωB97M-V functional and the def2-TZVPD basis, OMol25).

The spin multiplicity is 1. The calculation puts the energy above the lowest of the compared OMol25 structures with the same formula, charge and spin at 3.0888 eV. The value obtained for the HOMO-LUMO gap (alpha / beta) is 7.3 / 7.9 eV. Its molecular weight is 112.16 g mol⁻¹.

Each line ends with the natural charge from an NBO analysis.
Positions of all 9 atoms, in Å:
S -0.360 -2.717 -0.665  -0.4194
S -1.934 -0.158 1.102  -0.2943
P -0.498 -0.813 -0.298  0.5671
C 1.596 0.990 0.192  -0.5686
H 1.856 0.637 -0.814  0.1968
H -0.746 0.048 -1.312  -0.0404
H -3.088 -0.317 0.352  0.1591
H 1.989 0.340 0.962  0.1911
H 1.185 1.989 0.482  0.2087

Force components x, y, z for each atom (eV/Å):
0.03 0.61 -0.04
-0.63 -0.02 -0.36
0.76 0.12 1.41
-1.17 -1.11 -0.02
-0.06 0.89 0.39
-0.38 0.41 -1.25
0.93 -0.04 0.37
0.12 0.32 0.17
0.40 -1.17 -0.67


[4]
# C2H2N2O3

A molecular structure, C2H2N2O3 at a distorted geometry (the ωB97M-V functional and the def2-TZVPD basis, OMol25).

The spin multiplicity is 1. The calculation puts the energy above the lowest of the compared OMol25 structures with the same formula, charge and spin at 3.3121 eV. The value obtained for the HOMO-LUMO gap is 10.3 eV. Its molecular weight is 102.05 g mol⁻¹.

Each line ends with the natural charge from an NBO analysis.
Positions of all 9 atoms, in Å:
O 0.686 -1.995 0.098  -0.5394
O 2.208 0.568 0.030  -0.4629
O -2.262 0.159 0.070  -0.5281
N 0.203 -0.655 -0.022  -0.3259
N -0.289 1.425 0.030  -0.7980
C -1.130 0.494 0.062  0.8556
C 1.133 0.230 0.104  0.8752
H -0.080 -2.653 -0.236  0.4941
H -0.469 2.426 -0.136  0.4294

Force components x, y, z for each atom (eV/Å):
-2.71 -1.71 -0.80
3.73 0.95 0.48
0.59 -0.12 0.05
-0.44 -1.35 0.44
2.27 1.72 0.16
-1.95 -1.53 -0.17
-3.75 0.42 -1.35
2.34 2.65 0.97
-0.08 -1.03 0.23


[5]
# CH10O3S

4 unconnected molecules or ions with the total composition CH10O3S at a distorted geometry (the ωB97M-V functional and the def2-TZVPD basis, OMol25).

The spin multiplicity is 1. As for the SMILES: CS.O.O.O. The calculation puts the energy above the lowest of the compared OMol25 structures with the same formula, charge and spin at 0.6846 eV. The value obtained for the HOMO-LUMO gap is 9.3 eV. Its molecular weight is 102.15 g mol⁻¹.

Each line ends with the natural charge from an NBO analysis.
Positions of all 15 atoms, in Å:
S -1.537 -0.750 2.001  -0.0538
O 2.426 -1.490 -0.788  -0.9186
O -1.231 -0.283 -1.772  -0.9831
O -0.640 2.266 -1.076  -0.9535
C 0.254 -0.420 1.923  -0.7266
H -1.931 0.429 1.488  0.1247
H 0.800 -0.950 2.700  0.2336
H 1.573 -1.055 -0.943  0.4599
H -1.323 -1.215 -1.995  0.4994
H -0.626 1.292 -1.042  0.4800
H 0.352 0.625 2.200  0.2167
H 0.292 2.449 -0.874  0.4615
H 0.680 -0.462 0.930  0.2023
H 2.944 -0.674 -0.873  0.4611
H -2.033 0.237 -1.879  0.4961

Force components x, y, z for each atom (eV/Å):
0.18 -0.20 -0.10
-0.35 1.31 -0.23
0.76 0.08 0.18
0.81 -0.50 0.41
-0.37 1.36 0.36
0.10 -0.15 0.05
-0.10 -0.46 -0.38
-0.32 -0.79 0.00
-0.59 0.33 0.02
-0.21 0.32 -0.15
0.09 0.19 0.17
-0.43 0.39 -0.12
0.05 -0.72 -0.04
0.66 -0.53 0.12
-0.28 -0.65 -0.28


[6]
# C5H8O

A single C5H8O molecule (the ωB97M-V functional and the def2-TZVPD basis, OMol25).

The spin multiplicity is 1. The calculation puts the energy above the lowest of the compared OMol25 structures with the same formula, charge and spin at 5.5631 eV. The value obtained for the HOMO-LUMO gap is 9.5 eV. Its molecular weight is 84.12 g mol⁻¹.

Each line ends with the natural charge from an NBO analysis.
Positions of all 14 atoms, in Å:
O 0.928 1.862 -0.062  -0.5500
C -0.108 2.710 0.349  0.0551
C 0.158 -0.354 0.523  -0.2510
C -0.120 0.924 -0.207  -0.0650
C 0.848 -1.471 -0.206  -0.4049
C -0.605 -1.593 0.153  -0.4182
H 1.100 -1.320 -1.252  0.2168
H -0.543 3.099 -0.618  0.0814
H -0.412 0.805 -1.254  0.1999
H 0.413 -0.209 1.569  0.2366
H 1.569 -2.065 0.346  0.2235
H -1.330 -1.528 -0.654  0.2142
H -1.011 1.413 0.361  0.2382
H -0.888 -2.271 0.951  0.2234

Force components x, y, z for each atom (eV/Å):
0.11 0.13 0.03
0.06 0.09 -0.14
-0.05 0.09 0.16
0.00 -0.35 -0.23
0.19 -0.05 -0.10
-0.19 -0.10 0.01
-0.05 0.02 0.16
-0.03 -0.10 0.21
0.02 -0.01 0.11
-0.04 -0.02 -0.14
-0.11 0.11 -0.07
0.12 0.03 0.12
-0.08 0.04 -0.01
0.05 0.11 -0.11